No. 1
{
  "formula": "C33H66O11",
  "method": "the ωB97M-V functional and the def2-TZVPD basis",
  "fmax_ev_per_a": 2.85,
  "energy_ev": -57811.81824,
  "lumo_energy_ev": 0.43,
  "smiles": "CC(C)=O.CC(C)=O.CC(C)=O.CC(C)=O.CC(C)=O.CC(C)=O.CC(C)=O.CC(C)=O.CC(C)=O.CC(C)=O.CC(C)=O",
  "homo_lumo_gap_ha": 0.3472,
  "homo_ev": -9.015,
  "de_lowest_kj_mol": 168.0,
  "symbols": ["O", "O", "O", "O", "O", "O", "O", "O", "O", "O", "O", "C", "C", "C", "C", "C", "C", "C", "C", "C", "C", "C", "C", "C", "C", "C", "C", "C", "C", "C", "C", "C", "C", "C", "C", "C", "C", "C", "C", "C", "C", "C", "C", "C", "H", "H", "H", "H", "H", "H", "H", "H", "H", "H", "H", "H", "H", "H", "H", "H", "H", "H", "H", "H", "H", "H", "H", "H", "H", "H", "H", "H", "H", "H", "H", "H", "H", "H", "H", "H", "H", "H", "H", "H", "H", "H", "H", "H", "H", "H", "H", "H", "H", "H", "H", "H", "H", "H", "H", "H", "H", "H", "H", "H", "H", "H", "H", "H", "H", "H"],
  "positions_angstrom": [[1.13489, 2.06456, 3.37744], [6.49511, 1.16088, 0.67022], [0.50048, -0.36320, -1.16087], [-0.51219, -1.28050, -6.24011], [-1.90999, -4.68785, 0.50487], [-2.17115, 3.24558, 3.94675], [-5.11909, -0.21480, 1.85724], [3.25649, 4.08002, 0.57452], [-4.54269, -1.76277, -2.74928], [5.96506, -1.69521, 2.83390], [-2.12485, 2.67948, -1.74575], [-2.38067, 1.05350, 4.64370], [8.36134, -0.25165, 1.16703], [-3.98770, -5.83017, -0.15768], [-0.24292, -0.96500, -5.11894], [3.78202, -2.65290, 2.82729], [-2.05124, 1.67396, 2.20073], [-1.01104, 0.15015, -4.37906], [-0.13307, 3.43553, -0.63345], [4.25771, 3.29609, -1.40267], [-3.65896, -4.69972, 2.06945], [-1.80314, -0.80508, -0.40563], [-1.25592, 3.49303, -1.67063], [0.19480, -2.34164, 0.02056], [-2.78128, -3.06826, -3.61346], [-4.19728, -1.46276, -5.03578], [-5.64455, -0.31164, 0.75159], [0.66378, 4.32932, 2.78225], [-5.40247, 0.62237, -0.39833], [-1.24641, 4.59500, -2.74624], [2.85242, 3.69121, 3.87311], [0.95794, -1.64490, -4.37013], [-2.16256, 2.08037, 3.60263], [2.95040, 1.72323, 0.11114], [4.22587, -0.09555, 3.35496], [3.42878, 3.14961, -0.17974], [-3.89663, -2.08744, -3.70760], [1.52346, 3.24008, 3.39408], [7.03424, 0.07706, 0.47836], [-6.52740, -1.46615, 0.39444], [6.57124, -0.94693, -0.51463], [-3.02792, -5.04795, 0.72931], [-0.28449, -1.09768, -0.57890], [4.78051, -1.52054, 3.02016], [4.31512, -3.55773, 3.03480], [-2.93385, -3.96626, -2.87801], [3.23919, 4.53918, 3.28889], [2.89257, -2.52073, 3.41703], [-1.39113, 0.59441, 4.75629], [-3.26451, -1.09198, -5.50976], [-5.78291, 1.60306, -0.07725], [2.54692, 1.36901, -0.82959], [1.81245, -0.98250, -4.38485], [-2.93616, 1.11582, 1.90104], [4.45769, 4.38355, -1.54419], [-1.88523, -2.44710, -3.40357], [-1.37255, 0.87245, -5.09712], [-7.41200, -1.12779, -0.17777], [-5.89227, 0.29152, -1.36892], [-0.35602, 0.64997, -3.61899], [-0.67205, 4.14500, -3.58893], [-4.45934, -3.98505, 1.87880], [1.32804, 4.98513, 2.18587], [-2.01574, -0.72125, 0.67144], [-0.51912, 5.43958, -2.44867], [-6.99471, -1.94445, 1.31512], [3.62673, 2.94723, 3.78699], [0.84978, 3.63003, -1.03328], [3.66400, 2.97651, -2.29179], [3.48053, 0.26408, 2.56826], [3.72536, -0.07158, 4.36875], [3.59262, -2.74616, 1.67242], [-1.75595, -0.31660, -3.78819], [8.33100, -1.27288, 1.51118], [-0.54262, -3.11381, 0.00330], [-2.93525, -4.25477, 2.71234], [-2.70574, 1.49795, 5.54986], [-1.96144, 0.13495, -0.91007], [5.16566, 2.67620, -1.37824], [9.20123, -0.01503, 0.42865], [0.36945, -2.08054, 1.10669], [-3.99436, -6.78864, 0.30938], [-0.00562, 4.78362, 3.53825], [-0.30973, 4.23831, 0.08367], [7.51434, -1.29213, -0.86695], [5.90237, -1.78371, -0.11343], [-4.34386, 0.80332, -0.57123], [5.93893, -0.54246, -1.23016], [-1.99512, 2.64256, 1.65221], [2.27548, 1.68408, 0.88732], [-2.62151, -3.49348, -4.61784], [-4.86865, -0.60904, -5.10997], [-4.49990, -2.28297, -5.69648], [8.45482, 0.44057, 1.95093], [0.05807, 3.85761, 2.03959], [-5.03892, -5.43090, -0.16320], [1.16216, -2.62651, -4.77615], [1.13036, -2.60689, -0.44682], [3.76310, 1.10881, 0.46327], [0.67533, -1.73700, -3.31377], [-3.07194, 0.29944, 4.28570], [5.12459, 0.51776, 3.38314], [-3.62621, -5.90765, -1.15071], [-0.20873, 2.48611, -0.11256], [-1.11488, 1.12280, 2.09288], [2.77380, 4.04971, 4.90590], [-2.25071, 4.89803, -3.12977], [-4.18578, -5.53006, 2.56042], [-2.38532, -1.64043, -0.84623], [-5.92274, -2.10105, -0.21274]],
  "mulliken_charge": [-0.529, -0.542, -0.578, -0.573, -0.590, -0.626, -0.612, -0.562, -0.470, -0.562, -0.450, -1.276, -1.387, -1.297, 0.716, -0.976, 0.350, -0.225, -0.598, -1.287, -1.076, -0.131, 0.394, -1.194, 0.087, -1.209, 0.840, -0.041, -0.337, -1.078, -1.144, -0.741, 0.577, 0.002, -0.549, 0.881, 0.655, 0.848, 1.034, -1.098, -1.167, 0.878, 0.708, 0.552, 0.395, -0.030, 0.307, 0.352, 0.246, 0.277, 0.412, 0.108, 0.375, 0.118, 0.379, -0.380, 0.404, 0.427, 0.187, 0.072, 0.264, 0.194, 0.361, 0.383, 0.289, 0.291, 0.096, 0.386, 0.285, -0.100, 0.440, 0.106, -0.274, 0.359, 0.247, 0.343, 0.389, -0.362, 0.219, 0.389, 0.325, 0.436, 0.390, 0.414, 0.425, 0.203, -0.256, 0.347, -0.077, -0.260, 0.401, 0.316, 0.362, 0.361, -0.683, 0.304, 0.339, 0.358, 0.279, -0.070, 0.305, 0.353, 0.359, 0.006, 0.025, 0.421, 0.312, 0.370, 0.178, 0.187]
}

No. 2
{
  "formula": "C33H68BBr24FNO2",
  "method": "the ωB97M-V functional and the def2-TZVPD basis",
  "fmax_ev_per_a": 16.78,
  "energy_ev": -1725319.41065,
  "lumo_energy_ev": 1.37,
  "homo_lumo_gap_ha": 0.1829,
  "homo_ev": -3.608,
  "total_charge": -1,
  "symbols": ["Br", "Br", "Br", "Br", "Br", "Br", "Br", "Br", "Br", "Br", "Br", "Br", "Br", "Br", "Br", "Br", "Br", "Br", "Br", "Br", "Br", "Br", "Br", "Br", "F", "O", "O", "N", "C", "C", "C", "C", "C", "C", "C", "C", "C", "C", "C", "C", "C", "C", "C", "C", "C", "C", "C", "C", "C", "C", "C", "C", "C", "C", "C", "C", "C", "C", "C", "C", "C", "B", "H", "H", "H", "H", "H", "H", "H", "H", "H", "H", "H", "H", "H", "H", "H", "H", "H", "H", "H", "H", "H", "H", "H", "H", "H", "H", "H", "H", "H", "H", "H", "H", "H", "H", "H", "H", "H", "H", "H", "H", "H", "H", "H", "H", "H", "H", "H", "H", "H", "H", "H", "H", "H", "H", "H", "H", "H", "H", "H", "H", "H", "H", "H", "H", "H", "H", "H", "H"],
  "positions_angstrom": [[5.17321, -3.26789, -7.02897], [-8.31670, 1.98449, -8.48065], [-1.98480, 4.65797, -7.77428], [-1.59933, -3.56641, 6.88360], [3.45787, -3.92702, 0.67571], [5.95874, -2.87363, 9.09464], [2.24766, -2.72978, 9.00568], [-4.77865, -3.38539, 11.94823], [1.84375, 7.05708, -2.89233], [-7.21891, -1.88210, -7.57655], [3.48809, 3.12723, -3.31414], [6.19801, -0.34030, -5.02058], [5.60114, 0.52744, 4.49926], [1.71265, 1.76006, -6.89073], [-1.75416, -0.57458, 4.73537], [-7.94159, 2.84503, -4.91372], [2.55401, -1.48122, 5.15092], [-6.06192, -3.31203, 8.48982], [-3.71086, 2.20605, -5.61824], [-1.00224, -0.24210, -5.47644], [1.38331, -6.26734, 2.63882], [-0.40630, 4.30442, -3.87763], [1.40357, 4.41688, -0.66553], [-3.63476, -2.04450, -8.40276], [1.57289, -1.02825, 1.16201], [-1.99312, 1.10046, 0.70338], [-0.57094, 2.92952, 0.74934], [3.31394, 1.26069, -0.20040], [4.22167, -1.60872, -6.66591], [-4.95226, -4.82950, 10.65541], [-1.72143, 2.73482, -7.62547], [-9.55456, 2.63222, -5.97656], [4.39153, -1.78852, 5.69793], [0.17538, 1.80034, 1.22028], [-5.69300, -2.19863, -6.40772], [-3.08543, -1.95533, 5.03311], [2.64094, 5.38686, -1.80741], [1.01063, 2.41680, 2.31869], [-4.62221, -4.37422, 9.26051], [0.91609, -0.44720, -5.24339], [3.56315, 2.06698, 2.13226], [-3.11486, -2.40988, 6.46614], [0.52328, -1.20189, 2.06910], [-9.42456, 1.49821, -6.95744], [-0.43020, 6.17053, -4.40808], [4.69169, -2.34799, 10.47539], [2.57446, 4.84238, -3.20641], [1.57185, 0.89991, -5.14494], [5.14548, -0.42263, -6.65505], [0.95936, 6.71685, -4.59377], [-4.51402, -1.35532, -6.80435], [3.45387, -3.20285, 10.45771], [-3.01359, 1.99080, -7.42476], [5.09823, -0.51343, 6.06900], [-0.74229, -0.66304, 1.46677], [3.60379, -5.85562, 0.86905], [2.25539, 1.66506, 2.83269], [-0.95380, 0.84759, 1.63395], [0.48307, -2.66831, 2.41899], [4.02816, 1.09097, 1.06523], [2.25093, -6.51525, 0.91394], [-1.82018, 2.46076, 0.10667], [2.37785, 1.91595, 3.87829], [2.59437, 0.80449, -4.79219], [-10.39470, 1.24429, -7.37805], [-8.97820, 0.61298, -6.51677], [-3.75577, -1.37135, -6.02442], [-2.82943, 3.14204, 0.32764], [3.62954, 5.29922, -1.36903], [3.84663, 0.10511, 1.45597], [-1.25144, 2.43125, -8.55747], [1.03396, 1.58310, -4.49793], [-10.34680, 2.42544, -5.26102], [3.08061, 5.49469, -3.91530], [-6.02865, -1.93045, -5.40928], [-3.72545, -3.76594, 9.21866], [-2.83634, 0.92564, -7.55223], [4.47440, -1.29722, 10.32026], [-3.07763, -1.58353, 7.16729], [0.71233, 1.48748, 0.34092], [4.18509, -6.04220, 1.76508], [-0.81555, -0.84231, 0.40622], [5.84627, -0.43290, -7.48199], [4.57081, 0.50156, -6.67655], [3.49194, -1.51245, -7.46689], [5.09451, 1.19833, 0.90402], [-2.85769, -2.76303, 4.34479], [0.70812, -0.65058, 2.97846], [3.67910, -4.25775, 10.34889], [-4.03637, -1.50467, 4.75931], [4.31972, 2.04748, 2.89860], [4.32603, -2.44454, 6.56261], [2.66625, 2.02768, -0.10443], [3.48119, 3.06469, 1.72876], [-1.58138, -1.15716, 1.92406], [-5.48281, -3.26115, -6.44809], [1.57362, -6.12531, 0.16244], [-4.24990, -5.59355, 10.97863], [2.76503, 0.43990, -0.38810], [1.37083, 3.35359, 1.93290], [2.32107, 6.42695, -1.78569], [2.34782, -7.59164, 0.79281], [-3.80139, 2.30892, -8.10002], [1.59886, 6.03773, -5.14629], [-1.02459, 2.58792, -6.80746], [-9.74353, 3.58333, -6.46142], [1.27719, -1.04301, -6.07487], [0.41664, -3.23415, 1.50444], [5.22576, -2.47447, 11.41379], [4.87754, -2.30960, 4.87969], [-5.96501, -5.20627, 10.74214], [1.38304, -2.90615, 2.96135], [4.49096, 0.13504, 6.69086], [-1.40073, 1.14728, 2.57538], [-0.97200, 6.19608, -5.35112], [-4.79300, -0.32943, -7.01569], [3.70916, -1.74441, -5.71957], [1.55189, 4.67859, -3.53264], [4.16051, -6.19362, -0.00195], [0.37191, 2.67436, 3.14638], [6.03166, -0.73901, 6.57946], [-4.50699, -5.22951, 8.59937], [2.17028, 0.59505, 2.78588], [-0.99330, 6.70369, -3.65006], [1.04004, -0.99766, -4.31348], [-0.34780, -2.84210, 3.08471], [0.92693, 7.67881, -5.09987], [2.87907, -3.04580, 11.36725], [-3.99711, -3.01450, 6.66362], [-1.66611, 2.46138, -1.13645]],
  "mulliken_charge": [-0.154, -0.119, -0.187, -0.146, -0.066, -0.163, -0.101, -0.143, -0.117, -0.174, -0.133, -0.123, -0.092, -0.114, -0.035, -0.118, -0.052, -0.135, -0.068, -0.106, -0.147, -0.237, 0.076, -0.136, -0.318, -0.814, -0.789, -0.376, -0.506, -0.611, -0.027, -0.578, -0.402, 0.842, -0.613, -0.827, 0.118, -0.994, -0.552, -0.596, -0.876, -0.402, 1.480, -0.520, -0.203, -0.545, 0.095, -0.444, -0.431, -1.071, -0.316, -0.619, -0.571, -0.531, -1.489, -0.605, 0.740, 0.495, -1.484, -0.530, -0.602, 1.054, 0.323, 0.164, 0.332, 0.281, 0.130, -0.335, 0.560, 0.187, 0.437, 0.316, 0.329, 0.504, 0.390, 0.303, 0.099, 0.370, 0.453, -0.379, 0.360, 0.469, 0.448, 0.112, 0.343, 0.381, 0.414, -0.103, 0.365, 0.442, 0.128, 0.092, -0.120, 0.421, 0.206, 0.431, 0.371, 0.369, 0.369, 0.163, -0.080, 0.356, 0.570, 0.434, -0.287, 0.379, 0.347, 0.360, 0.344, 0.422, 0.386, 0.344, 0.375, -0.137, 0.202, 0.240, 0.313, -0.823, 0.324, 0.310, 0.300, 0.403, -0.456, 0.364, 0.433, 0.081, 0.444, 0.343, 0.131, -0.340]
}